No. 1
The following is a DFT calculation (ωB97M-V/def2-TZVPD) of a single C4H8N2O molecule.

Properties
frontier orbital gap: 10.49 eV
SMILES: C[C@@]1(C(N)=O)CN1
relative energy (zero: lowest compared OMol25 entry of this formula, charge and spin): 1.9477 eV
strongest force on any atom: 0.85 eV/A
molar mass: 100.12 g mol⁻¹
LUMO level: 1.0 eV
energy: -9304.44546 eV

ORCA input file:
```
! wB97M-V def2-TZVPD RIJCOSX def2/J DEFGRID3
* xyz 0 1
H -2.2210 -0.0279 -0.8560
N 0.4510 0.8551 1.9089
O -0.4772 2.2686 0.3709
N -0.7994 -1.0854 0.5057
H 1.5535 -1.1381 -1.4807
C -0.0409 -0.0815 -0.2619
H 0.2933 1.5748 2.6007
H -0.5470 -2.0649 0.6069
H 0.2106 -0.0642 2.2615
H 2.0530 0.3933 -0.7300
C 1.2045 -0.1445 -1.1646
C -1.3198 -0.6453 -0.7777
H -1.2307 -1.3972 -1.5687
C -0.0787 1.1562 0.6651
H 0.9489 0.4009 -2.0803
*
```


No. 2
The following is a DFT calculation (ωB97M-V/def2-TZVPD) of 6 unconnected molecules or ions with the total composition C34H84O20P5.

Properties
frontier orbital gap: 2.60 eV
strongest force on any atom: 0.83 eV/A
molar mass: 967.90 g mol⁻¹
LUMO level: 1.7 eV
energy: -124024.62615 eV

ORCA input file:
```
! wB97M-V def2-TZVPD RIJCOSX def2/J DEFGRID3
* xyz -1 1
H -1.2989 2.7718 2.2956
H 10.2044 0.3560 -5.8641
H -8.0613 -4.0742 -1.1240
H -7.7426 0.6570 -0.9386
C 3.1799 2.6491 8.0553
H -0.3479 -0.7964 -0.6814
H 5.1215 1.1474 -2.8907
H 8.5168 2.0608 6.1692
H -9.4813 3.3594 -0.5183
C -4.1705 0.3306 0.9491
H -5.5853 -1.5162 2.9732
H -4.1816 -2.2720 1.1664
C 9.6733 1.1960 -5.4224
H -4.2491 1.8123 2.4700
C 7.9758 1.4906 6.9196
H -3.0478 0.0230 2.7442
H 10.3853 1.9617 -5.1144
C -5.5716 2.5224 0.9552
H 8.9824 1.6033 -6.1593
C 9.4615 -4.5437 -9.3931
O 7.8949 2.6804 -3.1302
C 2.7085 -3.8008 0.7438
P 8.3540 -2.9657 -7.6776
H 1.9772 -1.6840 3.9450
H -10.0414 2.3662 1.2628
H 3.1804 3.7553 3.2925
H -8.9668 -1.2975 -1.4228
P 0.7339 1.3912 3.2819
C -10.6231 1.5092 0.9136
O 1.7070 2.4767 3.9276
H -4.2583 -1.6278 4.1284
H 2.2241 -3.4188 1.6408
H 8.7671 -5.2769 -9.8041
O 3.3054 -2.7054 0.0365
H 6.1181 -4.9977 -8.8654
C -6.8706 1.3141 -0.9057
H -9.4143 -3.7553 -0.0471
H 5.1956 -4.1942 -7.5810
H 6.7861 -2.0988 -5.1058
O 8.9320 -1.7305 -8.1976
H 9.3944 3.3448 -1.9025
H -10.4796 -1.8089 1.6940
H -7.5571 3.6102 -3.4539
H 1.9735 -4.3258 0.1354
O 4.9919 0.7706 6.4845
C -0.5245 2.8153 1.5310
O 5.6699 0.7095 8.9242
C -10.0780 -1.0563 1.0132
H -5.7221 3.3621 1.6413
H -11.6638 1.7716 1.1073
H 4.5928 -4.3923 -2.4575
H 3.5006 -4.4904 1.0280
H 3.7619 -4.0553 -3.9930
H 0.3565 -1.5960 0.7336
C -7.7998 3.1607 -2.4870
H 10.4716 -4.9433 -9.4307
H 2.8721 2.4146 9.0734
H -7.4755 1.6154 1.1188
C -10.0432 2.7681 -1.2400
P 2.6689 -2.2037 -1.3307
H -9.5907 -3.4933 -1.7852
H 2.8555 1.8620 7.3767
H 6.4196 2.3593 9.9808
C -3.6700 -1.9299 2.0752
H -11.3445 1.0929 -1.0621
H -10.7091 -1.0854 0.1246
C -6.9430 2.1834 0.3504
O 2.7632 -3.4323 -2.3272
O 6.8783 2.2957 7.3711
H 4.5661 -2.7373 -3.1225
H 6.7151 -5.0247 -7.1902
H 7.9062 2.8413 -1.0764
C 3.0117 2.6831 3.3785
H -10.9596 3.3177 -1.4606
O -0.4597 1.1820 4.0879
H 8.0035 -1.0575 -5.8750
O 1.6473 0.1207 3.0358
H 3.1273 2.2262 2.3959
O 6.8714 -3.1960 -8.2053
H -9.6255 0.7017 -0.8633
P 7.5576 1.3465 -3.9339
H -9.2366 0.5127 2.2451
C -3.1658 -0.4880 1.7876
H -0.9667 2.5768 0.5675
H 1.2695 -0.3276 -0.1165
O 8.2923 -3.1191 -6.1108
H -10.9071 0.1728 2.5579
H -2.7915 -2.5604 2.2613
H 8.4174 -1.9705 -4.4147
O 9.1385 -4.3020 -8.0185
C 6.1957 -4.4283 -7.9397
C -9.2444 2.6361 -2.5574
C 8.5955 2.6058 -1.8864
O 6.6856 1.5978 -5.0763
C -6.7829 2.0446 -2.2525
H -7.5120 3.0965 0.1807
H -6.9786 1.2940 -3.0248
C -4.6723 -2.0903 3.2160
C 5.7380 0.4883 -2.2822
H -3.7018 0.8034 0.0799
H 5.8581 0.9120 -1.2852
P 5.4884 1.5717 7.5993
H -7.9398 -0.6366 0.8906
H -9.2323 1.6004 -2.9016
H 2.7347 3.5901 7.7461
H -2.1959 -0.5082 1.2654
H -5.7662 2.3979 -2.4407
H -7.7183 3.9636 -1.7543
H 3.7457 2.2556 4.0626
H 9.4178 -3.6261 -9.9794
C 2.0491 -0.6284 4.1945
H 7.2901 0.8232 10.1936
H 5.6989 1.0541 10.9433
C -8.9030 -3.4087 -0.9447
O 7.0544 0.3033 -2.8691
H -6.0100 0.6524 -0.8324
H 3.0795 -0.3801 4.4498
H -0.0825 3.8116 1.4972
C -4.9552 1.3707 1.7612
C -8.4160 -1.9541 -0.7463
C -8.6231 -1.4634 0.6866
C 7.8451 -1.9871 -5.3363
H 1.3977 -0.4209 5.0428
H -7.3583 -1.8944 -0.9984
H -5.7217 0.8644 2.3467
C -10.4058 1.4129 -0.6048
H -8.3146 -2.2547 1.3714
O 1.1165 -2.1809 -1.1044
H -4.8886 -0.3937 0.5514
H -9.7735 3.2077 -3.3222
H -4.8825 2.8727 0.1805
H 9.0238 1.6181 -1.7185
O 3.3122 -0.9699 -1.7877
H 8.6370 1.2787 7.7598
O 8.9681 0.7056 -4.2720
H 7.6287 0.5568 6.4783
C 4.0000 -3.6615 -3.0079
C -10.1812 0.2911 1.7502
H 5.2512 -0.4746 -2.2025
C 6.3083 1.2794 10.0708
O 0.5019 1.8437 1.7844
O 4.6099 2.8151 8.0125
C 0.5748 -1.1577 -0.2382
*
```


No. 3
The following is a DFT calculation (ωB97M-V/def2-TZVPD) of a molecular structure, C16H37N3O11V in a non-equilibrium geometry.

Properties
frontier orbital gap (alpha / beta): 3.51 / 3.59 eV
relative energy (zero: lowest compared OMol25 entry of this formula, charge and spin): 1.4399 eV
strongest force on any atom: 10.38 eV/A
molar mass: 498.43 g mol⁻¹
⟨S²⟩: 0.8342
LUMO level (alpha / beta): 3.7 / 3.7 eV
energy: -69865.63457 eV

ORCA input file:
```
! wB97M-V def2-TZVPD RIJCOSX def2/J DEFGRID3
* xyz -2 2
H 18.4802 -4.0435 12.2733
H 19.5073 2.6053 11.9081
C 19.7181 -2.4151 18.4161
O 20.5087 -0.5295 14.1488
H 20.5273 0.0633 17.9994
O 17.6622 1.7209 13.7427
H 19.6508 3.3400 9.8278
H 20.9188 0.6416 11.6593
H 20.8336 -2.2351 11.2954
O 20.7933 -1.9136 17.6333
C 19.4420 1.8123 11.1577
C 23.7231 -0.6918 10.8370
H 23.4941 -2.1308 17.0650
C 17.6891 -0.6783 16.2367
H 23.8954 0.1066 10.1096
C 23.7717 -1.1705 17.5009
O 16.4498 -0.4201 16.4214
N 22.9558 1.1224 17.7944
C 19.6242 -0.5040 10.6792
H 24.7085 -0.8492 17.0403
H 25.2445 -3.0713 9.1905
H 20.3468 -0.4058 9.8588
H 22.8498 -1.8297 13.1229
H 23.8048 -0.8936 14.3215
H 19.9436 1.8149 8.9999
V 19.0544 -0.0434 13.7767
H 19.0300 -1.5856 18.5967
H 18.3543 1.8572 11.0650
O 24.6646 -1.7604 10.6050
C 22.1580 3.2296 9.1036
O 16.9628 0.0671 12.7270
N 19.9112 0.5147 11.7009
H 23.5158 -2.5647 9.1622
H 24.6008 -1.9937 13.2506
H 20.1294 -2.7435 19.3781
H 23.9607 -1.2620 18.5731
C 19.0814 -3.3755 12.9025
H 18.6106 -0.4461 10.2833
H 19.2365 -2.7073 10.5266
C 21.3300 -0.6769 18.0742
H 23.2411 3.1322 9.0568
O 18.4425 0.3300 16.0475
H 21.9332 4.2627 9.3884
H 24.8059 0.3322 12.3222
O 21.5653 2.3913 10.0905
H 18.6456 -3.2971 13.8982
H 23.0341 1.5248 11.7581
N 22.7884 0.8226 12.4516
H 22.7320 -1.1341 10.6976
H 22.3473 -0.2110 16.2288
C 23.8281 -0.1689 12.2670
O 19.1706 -2.0693 12.4146
H 21.5427 -0.7952 19.1448
H 21.6755 3.0684 8.1362
C 20.1461 2.3677 9.9231
H 23.9389 1.1990 17.5613
H 19.2283 -3.2473 17.9181
C 22.5731 -0.2241 17.2977
C 16.6157 1.2348 13.1553
H 22.4482 1.7311 17.1598
O 17.8169 -1.3382 15.1265
H 20.0987 -3.7881 12.9044
O 15.5897 1.1101 13.9189
H 24.7748 -1.4705 8.5208
H 22.9519 1.2565 13.3533
C 19.7751 -1.9850 11.1472
C 23.7762 -1.2816 13.3028
C 24.5529 -2.2343 9.2709
*
```


No. 4
The following is a DFT calculation (ωB97M-V/def2-TZVPD) of a single C3H3NS3 molecule in a non-equilibrium geometry.

Properties
frontier orbital gap: 7.48 eV
SMILES: S=CN(C=S)C=S
relative energy (zero: lowest compared OMol25 entry of this formula, charge and spin): 1.7493 eV
strongest force on any atom: 1.80 eV/A
molar mass: 149.27 g mol⁻¹
LUMO level: -1.1 eV
energy: -37153.69500 eV

ORCA input file:
```
! wB97M-V def2-TZVPD RIJCOSX def2/J DEFGRID3
* xyz 0 1
S -1.7372 -0.1179 2.1110
H 0.4424 0.8191 1.8816
H -0.3596 -0.7800 -1.8477
C 1.0123 0.8043 -0.5154
C -0.3769 0.2820 1.3281
S -1.4282 -2.2408 -0.3819
N -0.0055 0.0282 0.0261
S 1.7223 0.6011 -1.9827
C -0.6035 -0.9632 -0.7894
H 1.3338 1.5671 0.1702
*
```